1.
{"formula": "C14H26BN3O5", "method": "ωB97M-V/def2-TZVPD", "smiles": "C[C@H](N)C(=O)N1C[C@@H]2C[C@@](N)(C(=O)O)[C@@H](CCCB(O)O)[C@@H]2C1", "de_lowest_ev": 0.000, "homo_ev": -8.9, "charge": 0, "homo_lumo_gap_ev": 9.189, "symbols": ["O", "O", "O", "O", "O", "B", "C", "C", "N", "N", "N", "C", "C", "C", "C", "C", "C", "C", "C", "C", "C", "C", "C", "H", "H", "H", "H", "H", "H", "H", "H", "H", "H", "H", "H", "H", "H", "H", "H", "H", "H", "H", "H", "H", "H", "H", "H", "H", "H"], "positions_angstrom": [[-2.38, 2.42, 0.70], [2.50, -2.21, -0.80], [0.82, -4.28, -2.00], [-1.01, -5.44, -3.02], [2.32, -0.62, -2.41], [-0.38, -4.24, -2.72], [-1.41, 2.45, 1.42], [2.13, -1.12, -1.16], [-0.97, 1.36, 2.20], [0.11, 3.92, 0.21], [1.45, 1.19, -0.68], [-1.08, -2.88, -3.08], [-0.64, -1.65, -2.34], [0.45, 1.23, 2.67], [-0.65, -1.84, -0.83], [-1.57, 0.07, 1.97], [-1.52, 4.86, 1.78], [2.00, -0.23, 1.23], [0.84, -0.21, 2.22], [-0.15, -0.61, -0.05], [-0.40, -0.81, 1.48], [-0.58, 3.71, 1.48], [1.36, -0.20, -0.19], [1.37, -3.58, -1.62], [-0.47, -6.22, -2.85], [2.83, -1.27, -2.93], [0.62, 3.05, 0.00], [-0.61, 3.99, -0.50], [1.35, 1.11, -1.69], [2.42, 1.49, -0.57], [-2.08, -3.17, -2.76], [-1.13, -2.72, -4.16], [-1.27, -0.78, -2.59], [0.36, -1.38, -2.70], [0.54, 1.41, 3.76], [1.09, 1.98, 2.22], [-1.65, -2.16, -0.50], [-0.02, -2.68, -0.52], [-2.41, 0.13, 1.25], [-2.01, -0.30, 2.90], [-0.96, 5.76, 2.05], [-2.17, 4.65, 2.63], [-2.21, 5.10, 0.95], [2.61, -1.14, 1.32], [2.67, 0.65, 1.39], [1.04, -0.83, 3.12], [-0.74, 0.28, -0.31], [-0.49, -1.87, 1.66], [0.12, 3.63, 2.34]], "mulliken_charge": [-0.67, -0.71, -0.80, -0.55, -0.50, 0.71, 0.57, -0.29, 0.10, -0.70, -0.64, -1.16, -0.04, -1.23, -1.55, -1.31, -1.63, -1.57, 0.38, 0.01, -0.79, 0.34, 1.79, 0.32, 0.31, 0.43, 0.34, 0.36, 0.32, 0.32, 0.30, 0.45, 0.44, 0.10, 0.22, 0.44, 0.69, 0.25, 0.44, 0.32, 0.38, 0.37, 0.31, 0.42, 0.45, 0.56, 0.41, 0.86, 0.44]}

***

2.
{"formula": "C39H32KN7O3S5", "method": "ωB97M-V/def2-TZVPD", "de_lowest_ev": 0.000, "homo_ev": -0.7, "charge": -2, "homo_lumo_gap_ev": 3.609, "symbols": ["K", "C", "C", "N", "N", "C", "O", "C", "C", "C", "C", "C", "C", "C", "C", "C", "C", "C", "N", "H", "H", "H", "H", "H", "H", "H", "H", "H", "H", "H", "H", "C", "O", "C", "C", "C", "C", "C", "C", "C", "N", "C", "C", "N", "C", "C", "C", "C", "N", "C", "C", "N", "C", "C", "C", "C", "H", "H", "H", "H", "H", "H", "H", "H", "H", "H", "H", "H", "H", "H", "S", "C", "S", "C", "C", "S", "S", "S", "C", "C", "O", "H", "H", "H", "H", "H", "H"], "positions_angstrom": [[0.57, -3.12, -0.21], [5.66, -3.47, 1.30], [4.27, -3.63, 0.73], [3.24, -3.00, 1.16], [3.45, -2.11, 2.17], [2.31, -1.47, 2.51], [1.16, -1.63, 2.07], [2.52, -0.40, 3.56], [1.45, 0.43, 3.87], [1.60, 1.45, 4.80], [2.82, 1.65, 5.43], [3.89, 0.82, 5.13], [3.74, -0.20, 4.20], [4.07, -4.60, -0.39], [5.08, -5.50, -0.73], [4.88, -6.39, -1.77], [3.67, -6.37, -2.44], [2.71, -5.45, -2.04], [2.91, -4.58, -1.05], [5.67, -2.58, 1.93], [5.94, -4.33, 1.91], [6.40, -3.37, 0.50], [0.52, 0.25, 3.36], [0.75, 2.10, 5.03], [2.93, 2.45, 6.16], [4.84, 0.97, 5.63], [4.57, -0.85, 3.95], [6.01, -5.51, -0.18], [5.65, -7.10, -2.03], [3.45, -7.05, -3.25], [1.74, -5.41, -2.52], [-5.32, 9.71, -0.69], [-4.06, 9.44, -0.12], [-3.53, 8.20, -0.34], [-4.15, 7.21, -1.08], [-3.53, 5.98, -1.24], [-2.29, 5.72, -0.67], [-1.68, 6.73, 0.08], [-2.29, 7.96, 0.25], [-1.68, 4.40, -0.86], [-2.24, 3.41, -1.52], [-1.35, 2.37, -1.45], [-0.23, 2.74, -0.75], [-0.45, 4.05, -0.37], [0.87, 1.87, -0.49], [2.01, 2.21, 0.25], [3.00, 1.27, 0.42], [2.83, 0.01, -0.17], [1.76, -0.33, -0.85], [0.78, 0.57, -1.02], [-0.43, 0.14, -1.74], [-0.49, -1.15, -2.13], [-1.58, -1.58, -2.73], [-2.68, -0.75, -3.00], [-2.63, 0.57, -2.63], [-1.48, 1.04, -1.97], [-5.57, 10.73, -0.41], [-6.09, 9.04, -0.30], [-5.29, 9.64, -1.78], [-5.12, 7.37, -1.54], [-4.00, 5.19, -1.81], [-0.72, 6.56, 0.55], [-1.83, 8.74, 0.83], [0.16, 4.63, 0.17], [2.10, 3.19, 0.70], [3.88, 1.48, 1.01], [3.58, -0.75, -0.04], [-1.61, -2.64, -2.97], [-3.56, -1.19, -3.45], [-3.46, 1.25, -2.79], [-5.06, -9.02, -3.82], [-4.28, -7.64, -3.26], [-5.07, -6.28, -2.60], [-3.69, -5.25, -2.25], [-2.48, -5.80, -2.56], [-0.87, -5.17, -2.42], [-2.58, -7.41, -3.26], [-4.08, -3.69, -1.58], [-2.28, -0.92, 0.96], [-2.64, -2.31, 1.47], [-1.94, -3.33, 0.79], [-2.80, -0.15, 1.52], [-2.55, -0.83, -0.09], [-1.20, -0.76, 1.07], [-3.72, -2.48, 1.38], [-2.37, -2.39, 2.53], [-2.47, -3.57, -0.01]], "mulliken_charge": [1.12, -1.59, 0.41, 0.31, -0.59, -0.18, -0.56, 0.31, -0.32, -0.78, -0.25, -0.67, -0.04, 0.47, -0.77, -0.32, -0.83, -0.01, 0.17, 0.27, 0.35, 0.36, 0.50, 0.39, 0.37, 0.37, 0.36, 0.30, 0.39, 0.40, 0.25, -0.83, -0.47, 1.03, -0.38, -0.89, 0.32, -0.42, -0.78, 0.19, -0.79, 0.39, -0.11, -0.14, 0.96, -0.51, -1.01, -0.42, -0.31, -0.09, -0.20, -0.43, -0.10, -0.73, -0.63, 1.10, 0.23, 0.34, 0.33, 0.37, 0.48, 0.27, 0.40, 0.17, 0.31, 0.40, 0.63, 0.18, 0.46, 0.48, -0.42, 0.08, -0.16, -0.16, -0.07, -0.46, -0.17, -0.50, 0.14, -0.65, -0.37, 0.45, -0.10, -0.20, 0.37, 0.31, -0.07]}